A molecular structure, C31H22N6SeZn, computed with ωB97M-V/def2-TZVPD.

Element x y z (Å)
Zn  -0.021  1.198  -0.906
Se  -7.590  0.585  -0.577
N  -6.246  -0.642  -0.652
C  -5.114  0.059  -0.703
C  -3.817  -0.561  -0.773
C  -3.633  -1.930  -0.802
C  -2.343  -2.475  -0.869
C  -1.259  -1.608  -0.905
N  -1.371  -0.291  -0.878
C  -2.642  0.285  -0.814
C  -2.750  1.661  -0.792
N  -1.585  2.434  -0.833
C  -1.686  3.755  -0.832
C  -2.891  4.438  -0.786
C  -4.080  3.692  -0.734
C  -4.044  2.312  -0.736
C  -5.227  1.494  -0.686
N  -6.455  2.008  -0.621
H  -4.506  -2.570  -0.772
H  -2.181  -3.544  -0.895
H  -0.244  -1.997  -0.945
H  -0.746  4.300  -0.866
H  -2.900  5.519  -0.791
H  -5.043  4.187  -0.691
C  0.574  1.523  2.079
N  1.075  1.203  0.740
C  2.054  0.290  0.629
C  2.580  0.681  -1.784
C  3.581  1.042  -2.680
C  2.975  1.829  -3.686
C  1.640  1.925  -3.349
N  1.393  1.238  -2.199
C  0.165  0.304  2.873
C  0.966  -0.196  3.897
C  0.671  -1.408  4.508
C  -0.440  -2.134  4.106
C  -1.267  -1.625  3.112
C  -0.970  -0.415  2.505
H  -0.298  2.165  1.933
H  1.317  2.104  2.645
H  2.339  -0.226  1.545
H  4.624  0.771  -2.609
H  3.453  2.275  -4.547
H  0.842  2.451  -3.853
H  1.837  0.369  4.213
H  1.319  -1.792  5.288
H  -0.654  -3.096  4.556
H  -2.140  -2.182  2.794
H  -1.610  -0.037  1.715
C  2.721  -0.086  -0.520
C  3.580  -1.270  -0.479
C  4.066  -1.841  0.717
C  4.832  -2.993  0.732
C  5.170  -3.646  -0.446
C  4.712  -3.104  -1.642
C  3.941  -1.956  -1.661
H  3.849  -1.369  1.667
H  5.178  -3.384  1.683
H  5.757  -4.557  -0.437
H  4.960  -3.586  -2.582
H  3.582  -1.577  -2.606

Values from the calculation:
charge	-2
energy	-155210.814	eV
ΔE to the lowest compared entry with this formula, charge and spin	3.2	kcal/mol
frontier orbital gap (spin up / spin down)	4.1 / 4.2	eV
E_LUMO (spin up / spin down)	4.5 / 4.4	eV
strongest force on any atom	0.68	eV/A
spin multiplicity	1